The following is a quantum chemistry calculation of a 4-piece molecular cluster, C2H13NO4 overall at a distorted geometry, from OMol25.

The geometry in XYZ format:
```
20
Properties=species:S:1:pos:R:3:lowdin_charge:R:1
C 0.9265 -1.7867 -0.3649 -0.24
O 1.6756 -2.0887 0.8551 -0.09
C -0.5611 -1.9112 -0.0783 -0.28
N -0.9037 -3.3316 -0.1411 -0.01
H 1.2818 -0.7988 -0.6704 0.09
H 1.2042 -2.4134 -1.2048 0.11
H 0.9742 -2.1798 1.5089 0.06
H -0.8320 -1.4309 0.8706 0.11
H -1.0620 -1.3677 -0.8881 0.11
H -1.8047 -3.5567 0.2649 0.06
H -0.2670 -3.8733 0.4392 0.07
H -1.8689 2.1237 1.0152 0.04
H -0.3846 2.4024 1.2593 -0.01
O -1.2600 2.5087 1.6532 -0.06
H 2.1815 1.7184 0.0105 0.06
H 1.1273 2.2791 -0.8057 0.03
O 1.2706 2.0239 0.1207 -0.06
H -0.6648 4.4884 -1.8097 0.05
H -0.5880 3.5844 -0.5411 0.01
O -0.4449 3.6098 -1.4936 -0.05
```

Computed properties:
orbital gap = 10.138 eV
maximum force = 0.029 hartree/bohr
structure (SMILES) = NCCO.O.O.O
highest occupied orbital energy = -9.645 eV


The following is a quantum chemistry calculation of a 5-piece molecular cluster, C2H13NO4 overall at a distorted geometry, from OMol25.

The geometry in XYZ format:
```
20
Properties=species:S:1:pos:R:3:lowdin_charge:R:1
C -0.5122 -2.7711 -0.5795 0.01
C 0.2028 -1.6694 -0.5416 -0.31
N 0.1124 -0.5540 -1.3861 0.03
H -1.3366 -2.8335 -1.2819 0.06
H -0.3529 -3.6600 -0.0016 0.04
H 1.0454 -1.5888 0.1490 0.08
H -0.3237 0.3401 -1.3030 0.02
H 0.4614 -0.7566 -2.3025 0.08
H 1.6630 -0.8277 3.2018 0.05
H 0.4175 -0.9594 2.2266 0.04
O 1.0073 -0.3424 2.6932 -0.06
H 1.5839 1.4572 -1.0899 0.02
H 2.4398 2.3650 -0.1569 0.03
O 1.5838 1.9464 -0.2614 -0.06
H -2.4839 2.2077 -1.9042 0.05
H -1.4071 2.1436 -0.8552 0.03
O -1.6129 1.8168 -1.7556 -0.07
H -1.4760 1.4939 2.0915 0.04
H -0.1174 0.8666 1.7135 -0.01
O -0.8946 1.3257 1.3441 -0.06
```

Computed properties:
orbital gap = 9.249 eV
maximum force = 0.034 hartree/bohr
structure (SMILES) = C=CN.O.O.O.O
highest occupied orbital energy = -8.613 eV


The following is a quantum chemistry calculation of a 5-piece molecular cluster, C2H13NO4 overall at a distorted geometry, from OMol25.

The geometry in XYZ format:
```
20
Properties=species:S:1:pos:R:3:lowdin_charge:R:1
C -0.2763 1.2029 1.9867 -0.11
C 0.0166 -1.2050 2.0428 -0.12
N 0.4260 -0.0584 2.3210 -0.10
H -1.0675 1.3875 2.6914 0.06
H -0.5215 1.0356 0.9439 0.07
H 0.5339 1.9268 1.9820 0.06
H -0.9923 -1.5755 2.3691 0.07
H 0.5587 -2.1253 1.7754 0.06
H -2.1710 3.8719 4.7232 0.04
H -1.0482 4.5466 4.0498 0.04
O -1.2313 3.7283 4.5399 -0.07
H -3.0682 -1.1967 -6.1833 0.03
H -1.9790 -0.1846 -6.0747 0.03
O -2.7837 -0.4660 -5.6231 -0.06
H 5.5240 1.5410 0.5646 0.03
H 5.6095 0.0856 0.1234 0.03
O 5.5772 0.9836 -0.2189 -0.06
H -0.5142 -4.3962 -3.4579 0.03
H -1.5382 -4.1892 -4.4867 0.03
O -1.0544 -4.9131 -4.0686 -0.06
```

Computed properties:
orbital gap = 8.932 eV
maximum force = 0.063 hartree/bohr
structure (SMILES) = C=NC.O.O.O.O
highest occupied orbital energy = -8.414 eV


The following is a quantum chemistry calculation of C2H14F6K3O13S2 as an isolated structure at a distorted geometry, from OMol25.

The geometry in XYZ format:
```
40
Properties=species:S:1:pos:R:3:lowdin_charge:R:1
K 3.2602 -1.9522 2.2130 0.90
K 0.6062 -1.6157 -4.1763 0.75
K 3.4171 2.4420 -2.7257 0.38
C -2.7952 -3.1218 -3.7477 -0.58
F -3.4875 -4.1626 -3.2554 0.12
F -1.5742 -3.5712 -4.0291 0.05
F -3.3599 -2.6737 -4.9471 0.07
S -2.6362 -1.6898 -2.4055 0.46
O -2.0602 -0.6020 -3.1589 -0.38
O -4.0046 -1.3937 -1.9912 -0.30
O -1.7445 -2.2620 -1.3990 -0.34
C -0.5114 1.2362 -0.2958 -0.63
F -0.6475 1.9966 -1.3613 0.15
F -0.4215 2.0976 0.7152 0.15
F -1.5373 0.4298 -0.1830 0.18
S 1.2243 0.3205 -0.4749 0.59
O 1.3698 -0.4648 0.8091 -0.43
O 1.2690 -0.5952 -1.6485 -0.42
O 2.1930 1.3945 -0.5494 -0.48
O 2.2042 -3.1642 -0.3452 -0.07
H 3.0124 -3.6662 -0.4509 0.03
H 2.0865 -2.7193 -1.1845 0.01
O -2.3993 0.8227 2.5224 -0.06
H -1.8283 1.1998 3.1916 0.05
H -1.9709 0.0031 2.2754 -0.01
O -0.5732 -1.0499 2.6748 -0.04
H -0.0490 -1.0093 1.8749 -0.01
H -0.5330 -1.9683 2.9417 0.06
O 2.4641 3.6651 1.0200 -0.05
H 1.9388 3.9164 0.2603 0.05
H 2.9205 2.8703 0.7439 -0.01
O 3.9219 0.8922 1.6120 -0.08
H 3.7936 1.7103 2.0922 0.03
H 3.6202 1.0852 0.7243 -0.01
O -4.2614 0.8090 0.5943 -0.06
H -3.3448 0.6580 0.8253 -0.03
H -4.6765 1.0685 1.4169 0.02
O 1.4094 2.8581 3.4703 -0.05
H 2.3236 2.9343 3.7438 0.02
H 1.3817 3.2718 2.6076 -0.01
```

Computed properties:
orbital gap (alpha / beta) = 2.618 / 7.207 eV
maximum force = 0.084 hartree/bohr
highest occupied orbital energy (alpha / beta) = -4.050 / -8.706 eV
spin multiplicity = 2


The following is a quantum chemistry calculation of an isolated ion of composition C2H14N9O2P2 and charge +1 at a distorted geometry, from OMol25.

The geometry in XYZ format:
```
29
Properties=species:S:1:pos:R:3:lowdin_charge:R:1
C 1.5394 1.1612 -0.0661 -0.42
C 0.9350 0.0548 1.8851 -0.31
N 0.7250 0.2941 -0.5862 -0.12
N 0.0744 -0.4593 0.4217 -0.09
N 1.7988 0.9418 1.2172 0.16
N 2.1663 2.0566 -0.7764 0.23
N 1.5510 -0.9969 2.3914 0.10
N -0.2509 1.0266 -2.8111 -0.01
N 0.3262 -1.7529 -2.3599 -0.03
N -2.3883 0.8021 0.7721 -0.07
N -1.9888 -1.9069 0.9835 -0.08
O 2.1604 -0.0130 -2.7333 -0.29
O -1.8917 -0.5801 -1.3544 -0.34
P 0.7903 -0.1432 -2.2343 0.46
P -1.6318 -0.5245 0.0995 0.43
H 0.1893 0.4838 2.6249 0.17
H 2.3132 1.5377 1.8387 0.18
H 2.2407 2.1996 -1.7984 0.15
H 3.0164 2.4345 -0.3860 0.14
H 1.0782 -1.8837 2.6013 0.12
H 2.4264 -1.3108 1.9564 0.13
H -1.0776 0.7873 -2.2989 0.00
H -0.4297 0.9314 -3.7727 0.06
H -0.6305 -2.0097 -2.3767 0.02
H 1.0164 -2.4265 -2.7310 0.09
H -2.7852 0.6880 1.7175 0.07
H -3.0810 1.1932 0.0994 0.08
H -2.3782 -2.6238 0.2388 0.13
H -1.2032 -2.0888 1.6207 0.04
```

Computed properties:
total charge = +1
orbital gap = 10.098 eV
maximum force = 0.092 hartree/bohr
structure (SMILES) = N[C@H]1NC(=[NH2+])N(P(N)(N)=O)N1P(N)(N)=O
highest occupied orbital energy = -12.747 eV


The following is a quantum chemistry calculation of a 4-piece molecular cluster, C2H14NO3 overall at a distorted geometry, from OMol25.

The geometry in XYZ format:
```
20
Properties=species:S:1:pos:R:3:lowdin_charge:R:1
C -1.2960 0.1617 0.8099 -0.01
N -0.0274 0.9214 0.7752 -0.06
C 0.3449 1.7027 -0.4458 0.01
H -2.2234 0.7009 0.6194 0.11
H -1.2150 -0.5796 0.0101 0.11
H -1.4229 -0.3056 1.7842 0.11
H 0.5954 0.1145 0.8638 0.14
H 0.1135 1.5636 1.5869 0.11
H 1.3905 1.5221 -0.6351 0.08
H 0.1568 2.7642 -0.2939 0.10
H -0.3005 1.4274 -1.2739 0.11
H -1.9668 -3.4654 -4.1550 0.03
H -1.0178 -4.3617 -3.4358 0.02
O -1.2238 -3.4427 -3.5607 -0.05
H 2.2671 -1.7322 -1.0047 0.07
H 2.7699 -0.3396 -0.7182 0.05
O 1.9546 -0.8535 -0.7270 -0.05
H -0.4995 2.5224 3.7086 0.09
H 0.8836 2.1009 3.8199 0.07
O 0.1095 1.8711 3.3097 -0.03
```

Computed properties:
total charge = +1
orbital gap = 10.888 eV
maximum force = 0.026 hartree/bohr
highest occupied orbital energy = -13.792 eV


The following is a quantum chemistry calculation of a 4-piece molecular cluster, C2H14NO3 overall at a distorted geometry, from OMol25.

The geometry in XYZ format:
```
20
Properties=species:S:1:pos:R:3:lowdin_charge:R:1
C -2.1523 1.9322 0.7456 -0.06
C -1.3846 1.1777 -0.3501 -0.18
N -1.1445 -0.2531 0.0519 0.19
H -2.0540 2.9992 0.5864 0.09
H -3.2020 1.6788 0.6311 0.09
H -1.8287 1.6607 1.7485 0.08
H -1.9738 1.2257 -1.2536 0.12
H -0.4504 1.6581 -0.5937 0.12
H -1.6380 -0.4166 0.9257 0.16
H -0.1737 -0.4371 0.0565 0.14
H -1.4860 -0.9652 -0.6125 0.14
H 2.5496 -3.8779 -1.3942 0.07
H 2.7915 -2.9209 -0.1153 0.07
O 2.2054 -3.1950 -0.8206 -0.03
H -0.6870 -3.1409 -1.8506 0.06
H 0.4667 -2.7628 -0.8267 0.01
O -0.4265 -2.5298 -1.1571 -0.07
H 3.9347 3.0396 0.8198 0.04
H 3.0457 2.7937 2.0193 0.03
O 3.6078 2.3336 1.3894 -0.07
```

Computed properties:
total charge = +1
orbital gap = 11.046 eV
maximum force = 0.040 hartree/bohr
highest occupied orbital energy = -14.124 eV


The following is a quantum chemistry calculation of a 4-piece molecular cluster, C2H14NO3 overall at a distorted geometry, from OMol25.

The geometry in XYZ format:
```
20
Properties=species:S:1:pos:R:3:lowdin_charge:R:1
C -1.1840 -1.5883 -0.1720 -0.01
N -0.1109 -1.5720 -1.2150 -0.01
C -0.1951 -0.2972 -1.9606 -0.01
H -0.8616 -2.1803 0.6800 0.11
H -1.5359 -0.6353 0.2073 0.09
H -2.0973 -2.0512 -0.5382 0.12
H -0.2652 -2.3964 -1.8032 0.20
H 0.8119 -1.5663 -0.7748 0.14
H -1.1157 -0.1649 -2.5213 0.12
H 0.6424 -0.1728 -2.6488 0.12
H -0.1052 0.5610 -1.2959 0.06
H 0.9918 -0.3211 1.7204 0.07
H 2.3746 -1.0922 1.3473 0.16
O 1.5264 -0.7230 0.9941 0.18
H -1.0576 0.8901 2.5241 0.11
H 0.0131 1.8841 2.0650 0.13
O -0.1240 0.9376 2.3427 0.14
H 0.7542 3.2156 -0.3700 0.10
H -0.7260 3.3644 -0.6170 0.11
O -0.0605 2.6927 -0.3645 0.07
```

Computed properties:
total charge = +2
orbital gap (alpha / beta) = 14.084 / 3.976 eV
maximum force = 0.037 hartree/bohr
highest occupied orbital energy (alpha / beta) = -21.046 / -19.339 eV
spin multiplicity = 2


The following is a quantum chemistry calculation of a 4-piece molecular cluster, C2H14NO3S overall at a distorted geometry, from OMol25.

The geometry in XYZ format:
```
21
Properties=species:S:1:pos:R:3:lowdin_charge:R:1
C 1.4832 0.8169 -1.2491 -0.33
C 0.1862 0.0488 -0.9495 -0.59
S -0.8961 -0.4159 -2.3576 0.68
N 1.7104 1.8541 -0.1579 0.01
H 1.3941 1.4154 -2.1796 0.09
H 2.3210 0.1214 -1.2045 0.09
H -0.5559 0.5488 -0.2915 0.03
H 0.6127 -0.8389 -0.5124 0.05
H -0.2685 -1.5056 -2.6678 -0.19
H 2.6711 2.2423 -0.4138 0.05
H 1.7527 1.3433 0.8014 0.11
H 0.9345 2.5147 -0.2397 0.04
H -0.2957 1.5281 2.1073 0.04
H -0.0975 -0.0295 2.5137 0.05
O 0.2360 0.7277 2.0276 -0.11
H -3.6713 -0.3797 1.2618 0.05
H -3.3596 -0.0986 -0.1792 0.03
O -2.9793 0.0167 0.7029 -0.08
H 0.3818 -3.3861 1.0521 0.03
H -1.0483 -3.3373 0.5729 0.03
O -0.5116 -3.1865 1.3628 -0.07
```

Computed properties:
orbital gap (alpha / beta) = 3.660 / 9.629 eV
maximum force = 0.058 hartree/bohr
highest occupied orbital energy (alpha / beta) = -3.373 / -9.415 eV
spin multiplicity = 2


The following is a quantum chemistry calculation of a 5-piece molecular cluster, C2H14O4 overall at a distorted geometry, from OMol25.

The geometry in XYZ format:
```
20
Properties=species:S:1:pos:R:3:lowdin_charge:R:1
C -2.6539 0.6216 0.7244 -0.11
C -1.3608 1.1633 -0.0652 -0.13
H -3.3514 0.3021 0.0219 0.03
H -3.2264 1.3201 1.3363 0.06
H -2.4769 -0.2247 1.3844 0.05
H -1.3228 0.8644 -1.1117 0.05
H -1.2880 2.2589 -0.2249 0.07
H -0.4096 0.9396 0.3920 0.00
H 0.0670 -0.9721 1.2472 0.07
H 0.2289 -0.0410 2.4172 0.03
O 0.7752 -0.4609 1.7843 -0.08
H 1.4371 -0.8696 -2.0538 0.14
H 1.2463 0.3980 -1.4824 -0.05
O 0.6997 -0.1412 -1.9805 -0.07
H 0.1092 -1.1061 -0.8928 0.00
H -0.7172 -2.4521 -0.6515 0.07
O 0.1202 -1.9949 -0.3790 -0.13
H 1.7049 0.3583 0.6049 0.01
H 1.9181 1.8532 0.1329 0.07
O 2.1761 0.9296 -0.0591 -0.08
```

Computed properties:
orbital gap = 11.851 eV
maximum force = 0.095 hartree/bohr
structure (SMILES) = CC.O.O.O.O
highest occupied orbital energy = -11.209 eV


The following is a quantum chemistry calculation of a 5-piece molecular cluster, C2H14O4S overall at a distorted geometry, from OMol25.

The geometry in XYZ format:
```
21
Properties=species:S:1:pos:R:3:lowdin_charge:R:1
C -0.9418 -1.9099 0.9994 -0.18
C -0.3311 -0.5949 1.5262 -0.58
S -1.6983 0.4955 2.1409 0.68
H -0.2157 -2.7172 0.9391 0.07
H -1.7712 -2.1704 1.6489 0.04
H -1.3773 -1.7788 0.0070 0.06
H 0.2350 -0.0412 0.7835 0.02
H 0.4063 -0.8120 2.2984 0.06
H -2.6164 -0.4624 2.2895 -0.16
H 3.2251 1.2388 0.8589 0.04
H 2.8880 0.2722 -0.3089 0.00
O 3.1539 1.1899 -0.1146 -0.09
H -1.5002 0.5832 -2.6970 0.05
H -1.3791 1.0303 -1.2543 0.02
O -1.0779 0.3447 -1.8745 -0.06
H 1.5878 -1.3477 -2.1298 0.05
H 0.7826 -0.8184 -0.9936 -0.03
O 1.6501 -1.1172 -1.2064 -0.03
H 0.0540 2.3616 -1.4509 0.06
H -0.3685 3.3789 -0.3689 0.03
O -0.7054 2.8750 -1.0927 -0.06
```

Computed properties:
orbital gap = 9.669 eV
maximum force = 0.028 hartree/bohr
structure (SMILES) = CCS.O.O.O.O
highest occupied orbital energy = -9.182 eV


The following is a quantum chemistry calculation of a 5-piece molecular cluster, C2H14O4S overall at a distorted geometry, from OMol25.

The geometry in XYZ format:
```
21
Properties=species:S:1:pos:R:3:lowdin_charge:R:1
C 2.5771 0.9707 0.7308 -0.39
S 1.5629 1.2044 -0.7758 0.75
C 0.3914 2.4069 -0.1504 -0.45
H 2.3337 1.7078 1.4512 0.02
H 3.6130 0.9336 0.4047 0.02
H 2.3363 -0.0060 1.1464 0.02
H -0.1351 2.0920 0.7497 0.02
H 0.7813 3.4161 -0.0552 0.04
H -0.4180 2.4009 -0.8773 0.02
H -0.2855 -0.5418 2.3325 0.04
H -1.7037 -0.1033 1.7924 0.03
O -0.7747 0.1354 1.8655 -0.06
H -0.9990 -0.8531 -1.8663 0.01
H -1.2003 0.4938 -0.9919 -0.01
O -1.5747 -0.3351 -1.2862 -0.08
H -0.0954 -3.1241 -1.4646 0.05
H 1.0594 -2.1703 -1.5507 0.05
O 0.1822 -2.3223 -1.9221 -0.05
H -2.1507 -2.6783 0.5567 0.02
H -2.7558 -1.6878 -0.5116 0.01
O -2.7445 -1.9396 0.4219 -0.07
```

Computed properties:
orbital gap = 8.753 eV
maximum force = 0.037 hartree/bohr
structure (SMILES) = CSC.O.O.O.O
highest occupied orbital energy = -8.496 eV